A structure of composition C17H36IrN4OSe in a non-equilibrium geometry. Source: the Open Molecules 2025 dataset; level of theory: ωB97M-V/def2-TZVPD.

Values from the calculation:
total charge = +1
E_tot = -3469.1112 a.u.
gap between HOMO and LUMO = 7.01 eV
E_HOMO = -0.39326 Eh

The geometry in XYZ format:
```
60
Properties=species:S:1:pos:R:3:nbo_charge:R:1
H -2.071 -2.613 2.020 0.201
H 2.206 0.032 -3.448 0.215
H -1.416 3.291 1.204 0.386
H 0.562 -0.465 4.261 0.186
C 0.285 -0.862 -3.144 -0.208
H 0.551 -1.271 2.669 0.239
C 2.242 1.982 1.404 -0.233
H -0.012 1.867 4.375 0.202
H 1.984 -4.180 -4.121 0.224
Ir -0.457 0.746 0.103 1.084
C 2.237 2.427 -0.942 -0.429
Se -0.526 0.782 -2.619 -0.073
H -0.587 3.679 -0.161 0.400
C -2.534 3.166 -0.495 -0.235
C -0.469 -2.023 -3.253 -0.240
H 1.786 2.966 1.535 0.201
H -2.969 4.169 -0.399 0.211
C 1.639 -0.888 -3.456 -0.245
H -1.536 -1.995 -3.084 0.222
C -3.521 2.129 0.039 -0.235
H -2.614 -3.785 0.807 0.217
H -0.445 -4.113 -3.703 0.215
O -0.440 -1.295 0.482 -0.861
C 2.248 -2.081 -3.793 -0.197
C -0.996 -2.497 0.154 0.112
H 2.338 -0.089 -1.230 0.242
H -3.037 0.484 -1.080 0.411
H 0.922 -3.451 -0.146 0.212
N -2.943 0.793 -0.114 -0.781
H 2.321 0.087 2.393 0.224
C 1.506 -3.249 -3.857 -0.212
C 0.012 -3.628 0.420 -0.617
H 3.327 2.501 -1.023 0.206
H 1.840 3.415 -0.715 0.198
C 1.827 1.047 2.537 -0.244
H -3.441 0.126 0.464 0.404
C 0.125 -0.458 3.253 -0.419
C 2.513 0.185 -0.192 -0.446
C -0.293 1.874 3.313 -0.418
H -1.371 1.738 3.247 0.207
H 2.187 1.455 3.494 0.211
H -0.948 -0.617 3.330 0.213
H -4.476 2.237 -0.489 0.220
H 1.845 2.110 -1.907 0.246
N 0.380 0.811 2.575 -0.456
H -0.031 2.848 2.909 0.190
H 3.304 -2.093 -4.017 0.221
H 3.593 0.259 -0.024 0.191
H -3.070 -2.081 0.663 0.176
H -0.427 -4.569 0.105 0.210
C -2.281 -2.763 0.965 -0.618
N 1.850 1.465 0.088 -0.401
H 2.096 -0.607 0.425 0.232
H -2.332 2.973 -1.553 0.222
N -1.265 3.033 0.231 -0.803
H -1.249 -2.537 -0.923 0.153
H -3.700 2.311 1.102 0.199
H 0.253 -3.681 1.479 0.199
H 3.333 2.111 1.447 0.217
C 0.143 -3.211 -3.608 -0.150
```



A structure of composition C17H37AlBrIN2O10P3. Source: the Open Molecules 2025 dataset; level of theory: ωB97M-V/def2-TZVPD.

Values from the calculation:
total charge = -1
E_tot = -5670.4752 a.u.
gap between HOMO and LUMO = 6.69 eV
E_HOMO = -0.16518 Eh

The geometry in XYZ format:
```
72
Properties=species:S:1:pos:R:3:mulliken_charge:R:1
C 0.138 4.283 -0.937 0.978
H -3.528 2.304 2.299 0.121
H 3.275 3.584 -0.618 0.301
H -4.228 1.516 3.703 0.331
C 2.544 3.700 -1.421 -1.087
N 1.206 3.447 -0.938 0.026
H -0.712 -0.961 1.209 -0.575
O -2.148 -1.312 -1.228 -0.481
H 0.623 5.632 -2.549 0.379
O 3.114 -1.792 -0.838 -0.377
C -2.148 0.088 -1.427 2.695
O -0.934 3.897 -0.498 -0.575
C 0.144 -3.279 -0.153 -0.700
H 6.610 -2.413 1.446 0.292
H 0.859 -2.925 0.599 0.335
H 0.080 1.718 3.690 0.327
H -0.991 3.013 4.238 0.519
H 0.107 0.224 2.186 0.183
H 2.345 -1.266 -2.507 0.428
C -1.947 -0.016 2.701 0.646
H -2.122 0.928 4.616 0.315
H 2.804 3.003 -2.220 0.292
C -3.275 -0.456 2.074 -1.434
H 1.078 6.227 -0.943 0.374
C 6.446 -2.452 0.366 -0.949
Br -4.577 1.946 -2.797 -0.366
O 1.971 -1.225 -3.406 -0.471
C 4.261 -3.899 -1.002 -0.967
H -1.650 -0.825 3.377 0.369
C -3.359 2.080 3.354 -1.318
H -3.323 3.008 3.929 0.474
H -2.687 2.384 -0.064 0.388
H -1.748 -0.326 -4.859 0.365
H -1.409 1.347 -3.100 0.356
H 5.021 -0.889 0.244 0.255
H -2.903 -1.239 -3.712 0.247
O 0.159 -0.114 -0.979 -0.460
H 6.468 -3.491 0.056 0.363
O -1.290 -3.280 2.080 -0.482
C -0.868 2.220 3.494 -1.591
I 1.402 -4.465 -3.474 -0.353
H 2.619 4.712 -1.809 0.451
H 5.091 -4.037 -1.697 0.389
H -3.050 -3.262 0.152 0.355
O -3.570 2.005 0.061 -0.481
Al -0.419 -1.777 -1.355 0.477
C -2.072 1.276 3.577 0.662
O -1.026 1.032 0.689 0.986
P 0.583 -2.105 -3.555 0.059
H 4.431 -4.518 -0.120 0.382
P -3.883 0.773 -0.960 -0.138
H -2.123 -3.472 2.529 0.301
C -2.195 -0.436 -3.880 -1.253
C -0.916 0.704 -0.688 -1.879
H -0.829 2.708 2.518 0.155
N 5.178 -1.857 0.012 -0.209
C 4.122 -2.445 -0.616 0.563
C -0.833 0.020 1.663 -0.278
H -0.767 1.691 -1.134 0.707
H -0.629 6.191 -1.425 0.342
H -3.069 -1.260 1.363 -0.062
H 3.337 -4.206 -1.490 -0.213
H -3.964 -0.855 2.824 0.493
H -3.761 0.332 1.504 0.249
C 0.322 5.673 -1.501 -1.641
O -0.864 -5.578 1.016 -0.814
C -1.866 0.382 -2.896 -0.620
H 7.273 -1.931 -0.121 0.291
O -2.477 -3.995 -0.106 -0.624
P -1.107 -4.153 0.727 0.716
H 1.008 2.529 -0.557 0.172
H 0.650 -4.069 -0.715 0.291
```



A cluster of 3 separate species, C17H37Br2F3N2O2PS in total. Source: the Open Molecules 2025 dataset; level of theory: ωB97M-V/def2-TZVPD.

Values from the calculation:
total charge = -1
E_tot = -7117.1619 a.u.
gap between HOMO and LUMO = 5.40 eV
E_HOMO = -0.11485 Eh

The geometry in XYZ format:
```
65
Properties=species:S:1:pos:R:3:nbo_charge:R:1
C -4.623 -1.574 2.135 -0.639
P -2.702 3.221 1.760 1.836
N -2.807 -2.303 0.478 -0.452
C -1.652 3.082 -0.807 -0.401
H 4.715 -4.025 0.225 0.205
H 4.797 -3.143 -1.297 0.201
H -4.584 -3.273 -0.215 0.150
O -1.792 4.597 1.743 -1.027
H -5.010 -0.642 2.550 0.233
H 3.251 -3.334 -0.466 0.204
C -3.704 -2.718 -0.583 -0.208
F 1.208 4.538 -2.788 -0.329
C 5.260 -0.374 -1.309 -0.211
H -1.094 2.240 2.820 0.479
H 2.450 -0.428 0.547 0.198
C -4.183 -1.552 -1.435 -0.618
H -2.258 -5.303 2.107 0.200
C -3.327 -1.275 1.373 -0.233
H -1.464 4.795 2.627 0.492
H -1.990 4.115 -0.903 0.221
H -3.478 -0.362 0.794 0.230
C -2.088 -3.395 1.100 -0.199
H -4.477 -2.271 2.961 0.188
F -0.109 5.445 -0.639 -0.329
C 2.983 -0.220 -0.385 -0.220
C 2.220 -0.846 -1.557 -0.638
H -1.530 -3.908 0.309 0.178
H 4.297 1.348 -2.231 0.210
Br 1.508 4.402 1.259 -0.009
H 3.988 -1.889 1.387 0.192
C 1.783 4.503 -1.568 0.600
H 6.270 -0.635 -0.977 0.188
H -3.281 -4.056 2.814 0.203
N 4.373 -0.608 -0.185 -0.452
S -4.526 3.682 2.322 -0.745
H -4.741 -1.926 -2.296 0.198
H 5.045 -1.027 -2.172 0.154
H -3.335 -0.967 -1.795 0.218
H -1.913 2.603 -1.759 0.188
Br 2.855 6.111 -1.405 0.005
C 5.251 1.071 -1.782 -0.617
H -5.392 -1.986 1.477 0.193
H 1.944 -1.883 -1.372 0.200
H 0.196 2.330 0.048 0.232
O -2.029 2.394 3.014 -1.009
C -0.095 3.025 -0.737 -0.483
H 1.296 -0.289 -1.726 0.222
H -3.147 -3.419 -1.215 0.183
H -1.933 1.412 0.552 0.195
H 5.445 1.752 -0.951 0.214
C 4.592 -1.881 0.476 -0.202
C 0.665 4.344 -0.514 0.302
H -3.740 -4.815 1.287 0.201
H -2.536 -1.029 2.086 0.196
H 6.024 1.217 -2.538 0.205
H 5.637 -1.897 0.803 0.182
H 2.950 0.866 -0.498 0.202
H -4.838 -0.880 -0.882 0.217
C 4.317 -3.165 -0.318 -0.635
F 2.599 3.435 -1.547 -0.331
C -2.896 -4.448 1.873 -0.635
C -2.392 2.377 0.312 -1.093
H 0.287 2.607 -1.673 0.213
H -1.340 -2.961 1.769 0.189
H 2.800 -0.808 -2.482 0.197
```



Please write out number 1 again, unchanged.
A structure of composition C17H36IrN4OSe in a non-equilibrium geometry. Source: the Open Molecules 2025 dataset; level of theory: ωB97M-V/def2-TZVPD.

Values from the calculation:
total charge = +1
E_tot = -3469.1112 a.u.
gap between HOMO and LUMO = 7.01 eV
E_HOMO = -0.39326 Eh

The geometry in XYZ format:
```
60
Properties=species:S:1:pos:R:3:nbo_charge:R:1
H -2.071 -2.613 2.020 0.201
H 2.206 0.032 -3.448 0.215
H -1.416 3.291 1.204 0.386
H 0.562 -0.465 4.261 0.186
C 0.285 -0.862 -3.144 -0.208
H 0.551 -1.271 2.669 0.239
C 2.242 1.982 1.404 -0.233
H -0.012 1.867 4.375 0.202
H 1.984 -4.180 -4.121 0.224
Ir -0.457 0.746 0.103 1.084
C 2.237 2.427 -0.942 -0.429
Se -0.526 0.782 -2.619 -0.073
H -0.587 3.679 -0.161 0.400
C -2.534 3.166 -0.495 -0.235
C -0.469 -2.023 -3.253 -0.240
H 1.786 2.966 1.535 0.201
H -2.969 4.169 -0.399 0.211
C 1.639 -0.888 -3.456 -0.245
H -1.536 -1.995 -3.084 0.222
C -3.521 2.129 0.039 -0.235
H -2.614 -3.785 0.807 0.217
H -0.445 -4.113 -3.703 0.215
O -0.440 -1.295 0.482 -0.861
C 2.248 -2.081 -3.793 -0.197
C -0.996 -2.497 0.154 0.112
H 2.338 -0.089 -1.230 0.242
H -3.037 0.484 -1.080 0.411
H 0.922 -3.451 -0.146 0.212
N -2.943 0.793 -0.114 -0.781
H 2.321 0.087 2.393 0.224
C 1.506 -3.249 -3.857 -0.212
C 0.012 -3.628 0.420 -0.617
H 3.327 2.501 -1.023 0.206
H 1.840 3.415 -0.715 0.198
C 1.827 1.047 2.537 -0.244
H -3.441 0.126 0.464 0.404
C 0.125 -0.458 3.253 -0.419
C 2.513 0.185 -0.192 -0.446
C -0.293 1.874 3.313 -0.418
H -1.371 1.738 3.247 0.207
H 2.187 1.455 3.494 0.211
H -0.948 -0.617 3.330 0.213
H -4.476 2.237 -0.489 0.220
H 1.845 2.110 -1.907 0.246
N 0.380 0.811 2.575 -0.456
H -0.031 2.848 2.909 0.190
H 3.304 -2.093 -4.017 0.221
H 3.593 0.259 -0.024 0.191
H -3.070 -2.081 0.663 0.176
H -0.427 -4.569 0.105 0.210
C -2.281 -2.763 0.965 -0.618
N 1.850 1.465 0.088 -0.401
H 2.096 -0.607 0.425 0.232
H -2.332 2.973 -1.553 0.222
N -1.265 3.033 0.231 -0.803
H -1.249 -2.537 -0.923 0.153
H -3.700 2.311 1.102 0.199
H 0.253 -3.681 1.479 0.199
H 3.333 2.111 1.447 0.217
C 0.143 -3.211 -3.608 -0.150
```



Question: Number 1 is which compound?
Answer: C17H36IrN4OSe